No. 1
C3H12NO | wB97M-V/def2-TZVPD

Element x y z (Å)
O -0.106 -0.239 -1.005
N 1.080 -1.300 1.151
C 1.028 -0.886 2.572
C -1.711 1.537 -1.441
C -0.267 1.082 -1.552
H -1.827 2.616 -1.656
H -2.217 1.288 -0.515
H -0.144 0.905 -2.658
H 0.430 -2.072 0.983
H 0.708 -0.513 0.568
H 1.087 0.184 2.712
H 1.994 -1.651 0.840
H 1.829 -1.343 3.214
H -0.979 -0.604 -0.816
H 0.453 1.698 -1.007
H 0.093 -1.245 3.000
H -2.347 1.155 -2.224

Atoms 1-2, force components in eV/Å:
O -0.040 -0.581 1.059
N -0.133 -0.043 0.154

The value obtained for the strongest force on any atom is 2.336 eV Å⁻¹. For the relative energy (zero: lowest compared OMol25 entry of this formula, charge and spin), the calculation gives 126.7 kJ/mol. For the total energy, the calculation gives -6836.1013 eV. The charge is +1. Its spin multiplicity is 1.

=====

No. 2
C14H22FNO | wB97M-V/def2-TZVPD

Element x y z (Å)
F 3.421 -3.196 0.065
O 2.563 2.135 -0.148
N -1.338 -0.475 -0.658
C 2.178 -0.187 -1.019
C -2.099 -0.768 1.623
C 2.654 0.772 0.011
C 3.349 -1.808 -0.178
C 0.175 3.041 0.160
C 3.822 -1.065 0.954
C -2.001 -2.654 -0.401
C -1.243 1.075 -0.719
C 1.525 2.643 -0.768
C -0.359 1.565 0.574
C -2.224 -1.337 -0.089
C 2.362 -1.439 -0.987
C 3.542 0.236 0.740
C -3.614 -0.804 -0.317
H 1.941 -1.860 -2.044
H -1.092 -1.135 1.748
H -1.008 1.717 1.523
H -0.953 -2.882 0.103
H 0.534 3.369 1.306
H -4.221 -1.420 -0.016
H -3.798 0.183 -0.078
H 1.901 3.643 -0.865
H -2.291 1.473 -0.652
H -2.026 -2.899 -1.374
H 1.566 0.390 -1.838
H 4.508 -1.436 1.623
H -2.440 0.053 2.142
H -2.742 -3.343 0.192
H 3.925 0.990 1.714
H -3.660 -0.875 -1.513
H -2.809 -1.634 2.111
H -0.769 1.524 -1.584
H 1.260 2.449 -1.571
H 0.307 1.083 0.886
H -0.445 -0.904 -0.412
H -0.401 3.781 -0.242

Atoms 1-2, force components in eV/Å:
F 0.652 0.672 -0.881
O 2.295 -3.646 2.349

The value obtained for the strongest force on any atom is 17.668 eV Å⁻¹. For the relative energy (zero: lowest compared OMol25 entry of this formula, charge and spin), the calculation gives 1246.0 kJ/mol. For the total energy, the calculation gives -21117.0703 eV. The SMILES is CC(C)(C)NCCCCOc1ccc(F)cc1. Its spin multiplicity is 1.